The following is a DFT calculation (ωB97M-V/def2-TZVPD) of a molecular structure, C8H17F6NNaO11S4.

Calculated values
charge	-1
orbital gap	6.30	eV
LUMO level	2.04	eV

Last column: Mulliken charge in e.
Atoms and positions in Å:
1 Na 0.4902 0.0127 0.0314  1.003
2 C 0.4591 -3.5040 -0.4763  0.628
3 F -0.1518 -2.6293 0.2710  -0.161
4 F 1.7522 -3.5755 -0.1712  -0.222
5 F -0.0556 -4.7576 -0.4938  -0.221
6 S 0.3672 -2.7624 -2.2992  0.836
7 O 1.1529 -3.6890 -3.1343  -0.575
8 O -1.0561 -2.7436 -2.5637  -0.603
9 N 1.1018 -1.1783 -1.9475  -0.231
10 S 2.0690 -1.1008 -3.1403  0.862
11 O 3.2905 -1.7743 -2.9055  -0.638
12 O 1.4789 -1.3415 -4.5091  -0.668
13 C 2.4318 0.8051 -3.2150  0.580
14 F 3.1713 1.0742 -4.2868  -0.207
15 F 1.2166 1.3898 -3.3236  -0.218
16 F 3.0927 1.2839 -2.1300  -0.223
17 O -0.4090 1.4847 1.7220  -0.971
18 H 0.4613 1.9270 1.7616  0.102
19 O 3.5818 -2.0467 2.8769  -0.653
20 S 3.3733 -0.7520 2.3234  0.933
21 O 2.2590 -0.4654 1.3854  -0.370
22 O 3.3528 0.2356 3.6285  -0.374
23 C 2.4660 1.3116 3.4460  0.033
24 C 2.8117 2.2891 4.5174  -1.387
25 C 4.9059 -0.2719 1.5410  -0.917
26 H 1.4309 1.0397 3.6529  0.340
27 H 2.5939 1.7136 2.4409  0.290
28 H 2.4078 3.2913 4.3738  0.346
29 H 3.8978 2.3696 4.5628  0.340
30 H 2.5951 1.8634 5.4971  0.318
31 H 4.8031 -0.8099 0.5986  0.371
32 H 5.6473 -0.4766 2.3133  0.378
33 H 4.8659 0.8173 1.5473  0.278
34 O -2.1286 -0.0381 -0.9545  -0.452
35 S -3.3753 0.2982 -0.2189  1.044
36 O -3.3995 1.3187 0.7872  -0.571
37 O -4.4011 0.6810 -1.4385  -0.242
38 C -5.5613 1.4368 -1.1369  -0.263
39 C -5.6848 2.3722 -2.4305  -1.245
40 C -4.3938 -1.2390 0.2399  -1.027
41 H -5.4597 2.1395 -0.3098  0.292
42 H -6.2843 0.6440 -0.9446  0.346
43 H -4.9201 3.1200 -2.6402  0.306
44 H -6.6704 2.8341 -2.4889  0.389
45 H -5.7338 1.8099 -3.3630  0.344
46 H -3.7933 -1.8254 0.9352  0.381
47 H -4.7695 -1.7891 -0.6228  0.312
48 H -5.2799 -0.7928 0.6914  0.388

***

The following is a DFT calculation (ωB97M-V/def2-TZVPD) of a molecular structure, C8H17LuO3P2.

Calculated values
charge	0
orbital gap (spin up / spin down)	4.17 / 3.91	eV
LUMO level (spin up / spin down)	0.19 / 0.11	eV

Last column: Mulliken charge in e.
Atoms and positions in Å:
1 C -0.5546 0.0673 -3.6233  -0.621
2 C -1.3838 1.1641 -3.1902  -0.496
3 C -0.5263 2.2127 -2.7128  -0.489
4 C 0.8220 1.7520 -2.7970  -0.420
5 C 0.8140 0.4150 -3.3372  -0.576
6 Lu -0.3064 0.2243 -1.2934  0.625
7 P -0.3371 -2.6529 -1.0304  -0.306
8 H -0.9087 -0.8695 -4.0470  0.525
9 H -2.4650 1.2515 -3.3065  0.417
10 H -0.8419 3.2157 -2.4467  0.526
11 H 1.7037 -0.1728 -3.5624  0.409
12 H 1.7089 2.3730 -2.6521  0.396
13 H 0.7713 -3.4094 -1.5129  0.064
14 H -1.3140 -3.3164 -1.8457  0.076
15 H -0.5424 -3.3096 0.2277  0.089
16 C 1.4324 -2.3784 2.5295  -0.848
17 O 1.5652 -1.0352 1.9541  -0.284
18 P 0.1484 -0.3230 1.5238  0.324
19 O -0.2309 0.5644 2.8298  -0.266
20 C -0.8450 0.0583 4.0518  -0.683
21 O 0.4374 1.2176 0.4003  -0.437
22 C -0.0421 2.5601 0.6610  -0.658
23 H 1.9158 -3.0736 1.8267  0.256
24 H 0.3943 -2.7278 2.6692  0.420
25 H 1.9775 -2.3758 3.4828  0.263
26 H -1.8356 -0.3602 3.8217  0.330
27 H -0.2168 -0.6939 4.5503  0.255
28 H -0.9283 0.9496 4.6845  0.231
29 H -1.0516 2.6459 0.2929  0.323
30 H 0.0016 2.7797 1.7203  0.303
31 H 0.6381 3.2474 0.1311  0.249

***

The evaluated strongest force on any atom for the records listed, in turn: 5.85, 3.75 eV/A.
The evaluated DFT total energy for the records listed, in turn: -96644.5317, -66907.3897 eV.
The evaluated ΔE to the lowest compared entry with this formula, charge and spin for the records listed, in turn: 2.916, 0.132 eV.